Entry 1:
Below is a gas-phase ion, C5H8N (charge +1) in a non-equilibrium geometry, with properties calculated with the ωB97M-V functional and the def2-TZVPD basis.

Last column: Löwdin charge in e.
Atoms and positions in Å:
C 0.38 -1.26 -0.01  0.037
C -0.48 -0.12 -0.02  -0.224
C 1.67 0.66 0.00  -0.115
C 1.65 -0.80 -0.01  0.029
C -1.94 -0.10 -0.01  0.032
N 0.28 0.95 -0.02  0.114
H 0.05 -2.28 -0.01  0.133
H 2.17 1.07 0.89  0.168
H 2.19 1.09 -0.87  0.167
H 2.54 -1.40 0.00  0.135
H -2.34 -0.96 -0.54  0.109
H -2.34 0.82 -0.44  0.104
H -2.30 -0.17 1.02  0.121
H -0.09 1.90 -0.03  0.191

charge: +1
energy above the lowest of the compared OMol25 structures with the same formula, charge and spin: 0.0 kcal/mol
LUMO level: -4.86 eV

=====

Entry 2:
Below is a molecular structure, C24H23BrCoN3O3S2 in a non-equilibrium geometry, with properties calculated with the ωB97M-V functional and the def2-TZVPD basis.

Last column: Löwdin charge in e.
Atoms and positions in Å:
Co 1.80 2.03 -0.96  0.541
Br 4.79 -0.26 -0.70  0.826
C 5.05 1.56 -1.11  -0.699
C 6.35 2.02 -1.27  -0.067
C 6.54 3.38 -1.50  0.013
C 5.44 4.22 -1.57  0.047
C 4.19 3.66 -1.43  -0.160
N 3.98 2.35 -1.20  0.019
C 2.93 4.51 -1.53  -0.507
O 2.99 5.70 -1.57  0.188
O 1.85 3.76 -1.52  -0.114
H 7.18 1.34 -1.21  0.118
H 7.54 3.77 -1.62  0.135
H 5.52 5.29 -1.72  0.142
S -0.61 2.09 -0.56  0.872
C -1.15 0.56 -1.04  -0.612
N -2.42 0.28 -1.24  -0.063
C -2.79 -1.10 -1.57  -0.061
C -1.92 -2.04 -0.78  -0.061
N -0.51 -1.76 -1.07  -0.041
C 0.43 -2.89 -1.07  -0.084
C 0.76 -3.32 0.34  -0.213
C -0.04 -4.24 1.01  -0.038
C 0.29 -4.65 2.29  -0.049
C 1.42 -4.15 2.91  -0.051
C 2.22 -3.23 2.25  -0.057
C 1.89 -2.81 0.97  -0.043
C -0.15 -0.52 -1.22  -0.560
S 1.45 -0.10 -1.64  0.798
C -3.52 1.24 -1.08  -0.084
C -4.33 0.91 0.16  -0.227
C -3.73 0.97 1.42  -0.044
C -4.46 0.65 2.55  -0.060
C -5.79 0.26 2.44  -0.054
C -6.38 0.20 1.19  -0.051
C -5.65 0.52 0.05  -0.038
H -2.66 -1.27 -2.65  0.158
H -3.84 -1.24 -1.32  0.145
H -2.14 -3.07 -1.07  0.145
H -2.11 -1.94 0.30  0.158
H 1.33 -2.59 -1.60  0.093
H -0.04 -3.71 -1.62  0.146
H -0.92 -4.66 0.53  0.116
H -0.33 -5.38 2.80  0.118
H 1.69 -4.48 3.91  0.118
H 3.12 -2.84 2.73  0.113
H 2.53 -2.11 0.45  0.065
H -4.15 1.17 -1.96  0.145
H -3.10 2.24 -1.04  0.100
H -2.70 1.30 1.51  0.094
H -4.00 0.71 3.53  0.113
H -6.36 0.02 3.32  0.117
H -7.42 -0.09 1.10  0.118
H -6.13 0.48 -0.92  0.121
O 2.08 2.33 1.17  -0.052
H 1.81 3.19 1.52  0.103
H 2.17 1.73 1.93  0.104

charge: +2
spin multiplicity: 5
LUMO level (spin up / spin down): -7.62 / -8.94 eV

=====

Entry 3:
Below is a molecular structure, C9H15BCrN4O21S in a non-equilibrium geometry, with properties calculated with the ωB97M-V functional and the def2-TZVPD basis.

Last column: Löwdin charge in e.
Atoms and positions in Å:
Cr -11.31 13.59 -17.43  0.813
O -15.27 12.89 -17.68  0.138
C -15.27 12.65 -16.46  -0.423
O -16.19 12.09 -15.77  0.225
B -15.86 11.87 -14.31  -0.797
O -14.43 12.29 -14.34  0.218
C -14.12 12.78 -15.54  -0.354
O -13.06 13.31 -15.87  0.061
O -15.88 10.45 -13.92  0.256
C -16.38 10.32 -12.73  -0.397
O -16.47 9.35 -12.01  0.098
C -16.86 11.80 -12.31  -0.354
O -16.61 12.68 -13.31  0.212
O -17.33 12.01 -11.21  0.091
C -13.01 15.52 -19.25  -0.265
O -12.91 14.15 -18.86  -0.387
H -13.53 15.61 -20.21  0.047
H -13.63 15.93 -18.45  0.055
H -12.03 15.98 -19.33  0.025
S -12.63 10.66 -18.09  0.127
O -13.53 10.29 -17.04  -0.350
O -11.60 11.60 -17.55  -0.459
O -12.24 9.33 -18.51  -0.409
O -13.34 11.30 -19.15  -0.342
C -10.72 16.57 -13.84  0.084
N -11.11 16.47 -15.36  -0.352
O -10.89 15.38 -15.87  -0.019
O -11.52 17.42 -16.02  0.080
H -11.38 17.26 -13.32  0.087
H -9.68 16.88 -13.79  0.090
H -10.87 15.55 -13.49  0.095
C -9.58 11.00 -20.63  0.056
N -9.29 12.14 -19.66  -0.364
O -8.18 12.07 -19.16  0.022
O -10.19 12.94 -19.37  0.009
H -10.55 11.11 -21.12  0.108
H -9.60 10.06 -20.07  0.096
H -8.75 10.70 -21.27  0.080
C -8.87 11.07 -14.97  0.064
N -8.70 12.52 -15.36  -0.344
O -9.55 12.92 -16.19  -0.002
O -7.80 13.19 -14.88  0.060
H -9.60 10.50 -15.54  0.107
H -9.26 10.94 -13.96  0.099
H -7.94 10.50 -14.99  0.091
C -7.82 15.56 -19.55  0.071
N -9.14 16.05 -18.95  -0.407
O -9.68 15.33 -18.17  0.029
O -9.44 17.19 -19.21  0.071
H -7.60 16.27 -20.35  0.089
H -7.88 14.52 -19.85  0.070
H -7.10 15.55 -18.73  0.099

charge: -2
spin multiplicity: 5
energy above the lowest of the compared OMol25 structures with the same formula, charge and spin: 68.1 kcal/mol
LUMO level (spin up / spin down): 3.45 / 3.46 eV

=====

Entry 4:
Below is a molecular structure, C42H16Cl5N10S2Ti in a non-equilibrium geometry, with properties calculated with the ωB97M-V functional and the def2-TZVPD basis.

Last column: Löwdin charge in e.
Atoms and positions in Å:
Ti -0.22 -0.20 -0.11  0.865
C 1.18 2.86 5.85  -0.087
C 2.43 2.28 5.67  -0.085
C 2.72 1.51 4.56  -0.011
C 1.72 1.34 3.62  -0.094
C 1.68 0.67 2.33  -0.275
N 2.73 0.06 1.83  0.227
C 2.80 -0.26 0.56  -0.305
C 4.03 -0.76 -0.03  -0.144
C 5.18 -1.29 0.51  -0.010
C 6.13 -1.79 -0.37  -0.079
C 5.95 -1.73 -1.75  -0.079
C 4.81 -1.16 -2.30  -0.013
C 3.83 -0.70 -1.43  -0.157
C 2.49 -0.19 -1.62  -0.324
N 2.03 0.16 -2.80  0.223
C 0.81 0.64 -2.96  -0.305
N -0.18 0.70 -2.02  0.011
C -1.28 1.23 -2.62  -0.276
N -2.46 1.44 -2.08  0.221
C -2.65 1.37 -0.79  -0.374
N -1.66 1.32 0.16  0.004
C -2.22 1.66 1.35  -0.333
N -1.57 1.92 2.47  0.175
C -0.30 1.60 2.60  -0.331
N 0.46 0.86 1.74  0.072
C 0.46 1.94 3.78  -0.096
C 0.18 2.71 4.90  -0.011
C -3.66 1.83 1.21  -0.097
C -4.68 2.06 2.11  -0.005
C -5.98 2.10 1.62  -0.076
C -6.24 1.91 0.26  -0.071
C -5.22 1.68 -0.65  0.003
C -3.93 1.63 -0.16  -0.121
C -0.97 1.61 -3.98  -0.092
C -1.70 2.30 -4.94  -0.009
C -1.07 2.60 -6.13  -0.083
C 0.25 2.21 -6.36  -0.085
C 0.98 1.50 -5.42  -0.008
C 0.36 1.22 -4.21  -0.088
N 1.88 -0.01 -0.42  0.045
H 0.99 3.46 6.73  0.098
H 3.19 2.44 6.42  0.097
H 3.69 1.05 4.41  0.111
H 5.32 -1.34 1.58  0.114
H 7.01 -2.27 0.02  0.098
H 6.71 -2.13 -2.40  0.099
H 4.66 -1.10 -3.36  0.113
H -0.79 3.16 5.02  0.111
H -4.47 2.18 3.16  0.113
H -6.80 2.26 2.29  0.100
H -7.27 1.94 -0.08  0.102
H -5.41 1.52 -1.70  0.118
H -2.72 2.58 -4.74  0.111
H -1.60 3.16 -6.89  0.098
H 0.71 2.46 -7.31  0.097
H 2.00 1.21 -5.60  0.111
Cl -1.61 -1.02 2.65  0.785
C -0.34 -2.12 2.27  -0.661
C 0.29 -1.98 1.02  -0.291
C 1.27 -2.96 0.79  -0.643
Cl 2.10 -3.03 -0.71  0.772
C 1.64 -3.93 1.73  -0.704
Cl 2.91 -5.03 1.38  0.676
C 1.00 -3.99 2.95  -0.720
Cl 1.44 -5.17 4.11  0.679
C -0.01 -3.08 3.22  -0.703
Cl -0.82 -3.12 4.74  0.677
S -0.44 -2.15 -2.03  0.695
C -2.05 -2.42 -1.52  -1.030
S -2.55 -1.37 -0.25  0.730
C -2.88 -3.40 -2.04  -0.395
C -2.46 -4.36 -2.97  -0.270
N -2.17 -5.18 -3.72  0.137
C -4.23 -3.50 -1.68  -0.278
N -5.36 -3.58 -1.46  0.135

charge: -1
energy above the lowest of the compared OMol25 structures with the same formula, charge and spin: 2.6 kcal/mol
LUMO level (spin up / spin down): 0.38 / 0.38 eV

=====

Entry 5:
Below is 5 unconnected molecules or ions with the total composition C34H22Br2F3N4O10 in a non-equilibrium geometry, with properties calculated with the ωB97M-V functional and the def2-TZVPD basis.

Last column: Löwdin charge in e.
Atoms and positions in Å:
O -3.58 2.01 2.19  0.190
C -2.48 1.53 2.20  -0.307
O -1.74 1.34 3.45  0.070
N -1.05 2.47 3.78  0.069
C 0.24 2.56 3.47  -0.221
N 0.97 1.62 2.81  0.207
C 2.18 2.08 2.70  -0.774
Br 3.67 1.33 1.87  0.943
N 2.32 3.29 3.28  -0.539
Br 3.74 4.41 3.50  0.925
N 1.07 3.56 3.74  0.131
C -1.75 3.54 4.47  -0.613
F -1.02 4.00 5.48  0.199
F -2.02 4.53 3.62  0.189
F -2.90 3.08 4.89  0.240
C -1.79 1.04 0.97  -0.176
C -1.05 -0.12 1.03  -0.041
C -0.43 -0.56 -0.11  -0.063
C -0.57 0.19 -1.26  -0.057
C -1.31 1.34 -1.33  -0.045
C -1.93 1.78 -0.18  -0.010
H 0.91 4.42 4.24  0.173
H -0.92 -0.68 1.95  0.125
H 0.18 -1.45 -0.11  0.102
H -0.06 -0.15 -2.16  0.109
H -1.41 1.96 -2.22  0.082
H -2.50 2.70 -0.18  0.122
C 3.95 -2.56 -2.70  0.033
C 5.27 -2.70 -2.70  0.036
C 6.13 -2.00 -1.72  -0.380
O 7.33 -2.12 -1.72  0.095
C 5.45 -1.13 -0.72  0.029
C 4.13 -0.99 -0.72  -0.003
C 3.27 -1.70 -1.70  -0.361
O 2.07 -1.57 -1.70  0.098
H 3.31 -3.07 -3.41  0.127
H 5.79 -3.33 -3.42  0.129
H 6.09 -0.62 -0.01  0.122
H 3.61 -0.36 0.00  0.009
C 8.05 -4.02 0.47  0.013
C 9.38 -4.11 0.53  0.037
C 10.08 -4.28 1.83  -0.383
O 11.29 -4.36 1.89  0.117
C 9.24 -4.35 3.06  0.025
C 7.91 -4.26 2.99  0.016
C 7.22 -4.09 1.69  -0.383
O 6.01 -4.01 1.63  0.088
H 7.53 -3.89 -0.46  0.091
H 10.01 -4.06 -0.35  0.128
H 9.77 -4.47 3.99  0.124
H 7.29 -4.31 3.87  0.120
C -5.64 1.91 -4.94  0.026
C -4.32 1.90 -4.82  0.028
C -3.63 2.66 -3.75  -0.366
O -2.42 2.65 -3.65  0.057
C -4.48 3.43 -2.81  0.016
C -5.80 3.44 -2.92  0.010
C -6.49 2.68 -3.99  -0.393
O -7.70 2.69 -4.09  0.117
H -6.16 1.36 -5.71  0.125
H -3.68 1.34 -5.50  0.124
H -3.95 3.98 -2.04  0.118
H -6.43 4.00 -2.24  0.126
C -6.79 -0.18 0.62  0.022
C -7.06 -1.47 0.81  0.025
C -7.48 -2.35 -0.31  -0.385
O -7.72 -3.52 -0.13  0.117
C -7.58 -1.73 -1.65  0.029
C -7.31 -0.45 -1.85  0.029
C -6.90 0.43 -0.73  -0.365
O -6.65 1.60 -0.90  0.101
H -6.48 0.47 1.42  0.119
H -6.99 -1.94 1.79  0.123
H -7.89 -2.39 -2.46  0.125
H -7.39 0.02 -2.82  0.114

charge: +1
LUMO level: -4.66 eV

=====

Entry 6:
Below is a single C8H8ClNO3 molecule in a non-equilibrium geometry, with properties calculated with the ωB97M-V functional and the def2-TZVPD basis.

Last column: Löwdin charge in e.
Atoms and positions in Å:
C -2.61 1.08 0.24  -0.078
C -2.25 -0.23 -0.04  -0.098
C -1.76 2.11 -0.15  -0.086
C -1.04 -0.53 -0.57  -0.069
C -0.54 1.87 -0.78  -0.017
C -0.21 0.54 -0.93  -0.155
C 2.52 -1.82 1.07  -0.533
C 1.10 0.16 -1.66  -0.392
N 1.43 -1.10 0.39  -0.265
O 1.22 0.05 1.18  -0.072
O 1.93 -0.60 -0.88  0.021
O 1.38 0.41 -2.80  0.151
Cl 1.65 -2.61 2.42  0.599
H -3.54 1.08 0.84  0.113
H -2.76 -1.11 0.38  0.115
H -2.06 3.17 -0.05  0.115
H -0.74 -1.54 -0.90  0.139
H -0.10 2.85 -0.81  0.120
H 2.77 -2.65 0.26  0.132
H 3.35 -1.10 1.29  0.113
H 0.26 -0.05 1.52  0.147

charge: 0
energy above the lowest of the compared OMol25 structures with the same formula, charge and spin: 91.4 kcal/mol
LUMO level: 0.60 eV